Molecular formula: C42H33CeF5N2PSSe2Si
Method: DFT, the ωB97M-V functional and the def2-TZVPD basis

```
! RIJCOSX wB97M-V def2-TZVPD def2/J DEFGRID3
* xyz -2 2
Ce 0.000 0.000 0.000
C -0.299 -0.490 3.515
N 0.121 0.373 2.410
C 0.195 1.623 2.688
C 0.562 2.557 1.676
C 0.807 3.904 1.855
C 1.141 4.401 0.602
C 1.070 3.330 -0.259
N 0.721 2.219 0.392
C -1.725 -0.963 3.362
C -2.182 -1.448 2.127
C -3.488 -1.916 1.984
C -4.353 -1.910 3.076
C -3.911 -1.438 4.310
C -2.602 -0.970 4.455
H -0.165 -0.001 4.488
H 0.353 -1.373 3.532
H -0.012 2.046 3.686
H 0.759 4.462 2.782
H 1.403 5.420 0.350
H 1.265 3.340 -1.326
H -1.512 -1.454 1.268
H -3.827 -2.285 1.019
H -5.370 -2.275 2.964
H -4.585 -1.437 5.162
H -2.274 -0.614 5.428
Se -2.383 -1.730 0.000
P -1.256 -3.453 0.202
Se 0.880 -2.704 0.000
C -1.616 -4.161 1.862
C -0.606 -4.277 2.828
C -0.897 -4.820 4.083
C -2.195 -5.249 4.378
C -3.203 -5.136 3.417
C -2.915 -4.593 2.161
C -1.653 -4.663 -1.131
C -2.636 -4.401 -2.098
C -2.911 -5.344 -3.094
C -2.208 -6.551 -3.129
C -1.228 -6.817 -2.168
C -0.952 -5.876 -1.172
H 0.402 -3.952 2.615
H -0.116 -4.909 4.828
H -2.418 -5.669 5.350
H -4.208 -5.468 3.645
H -3.702 -4.510 1.422
H -3.193 -3.475 -2.090
H -3.670 -5.139 -3.838
H -2.422 -7.280 -3.900
H -0.684 -7.752 -2.196
H -0.191 -6.092 -0.432
C 4.756 3.688 -2.253
C 5.277 3.289 -1.026
C 4.737 2.187 -0.358
C 3.662 1.467 -0.911
C 3.146 1.886 -2.150
C 3.692 2.987 -2.816
Si 2.928 0.000 0.000
C 3.662 -1.489 -0.876
C 4.737 -2.195 -0.306
C 5.278 -3.312 -0.946
C 4.756 -3.741 -2.164
C 3.693 -3.053 -2.743
C 3.147 -1.936 -2.105
H 5.179 4.544 -2.772
H 6.108 3.834 -0.586
H 5.167 1.898 0.600
H 2.318 1.359 -2.620
H 3.287 3.295 -3.776
H 3.408 0.016 1.390
H 5.167 -1.883 0.645
H 6.109 -3.846 -0.493
H 5.180 -4.608 -2.662
H 3.288 -3.385 -3.696
H 2.318 -1.421 -2.586
F -7.056 4.957 0.049
C -5.952 4.194 0.037
C -5.153 4.115 1.167
F -5.491 4.806 2.268
C -4.006 3.326 1.162
F -3.268 3.287 2.286
C -3.650 2.601 0.012
S -2.230 1.621 0.000
C -4.470 2.691 -1.124
F -4.189 2.026 -2.258
C -5.613 3.485 -1.105
F -6.395 3.568 -2.193
H 0.000 0.000 -2.174
*
```

Summary:
**Orbital gap (spin up / spin down)**: 4.95 / 4.94 eV
**Calculated total energy**: -232274.1927 eV
**HOMO (spin up / spin down)**: -1.0128 / -1.0005 eV
**<S²>**: 0.7513

Molecular formula: C6H10O2
Method: DFT, the ωB97M-V functional and the def2-TZVPD basis

```
! RIJCOSX wB97M-V def2-TZVPD def2/J DEFGRID3
* xyz 0 1
C -0.883 1.702 0.562
C -0.620 0.417 0.797
C -1.176 -0.277 2.009
C 0.175 -0.400 -0.136
C 0.057 -1.723 -0.226
C 1.115 0.352 -1.059
O 2.033 -0.595 -1.704
O 0.488 0.915 -2.161
H -0.560 2.207 -0.333
H -1.571 2.251 1.186
H -0.400 -0.855 2.510
H -1.591 0.448 2.706
H -1.975 -0.963 1.728
H -0.602 -2.291 0.407
H 0.676 -2.298 -0.894
H 1.655 1.148 -0.523
H 2.736 -0.100 -2.143
H 0.442 0.060 -2.726
*
```

Summary:
**Orbital gap**: 9.78 eV
**Calculated total energy**: -10477.6075 eV
**Structure (SMILES)**: C=C(C)C(=C)C(O)O
**HOMO**: -8.9780 eV
**Energy relative to the best compared isomer or geometry (same formula, charge and spin)**: 36.0 kcal per mole

Molecular formula: C2HF6N3O
Method: DFT, the ωB97M-V functional and the def2-TZVPD basis

```
! RIJCOSX wB97M-V def2-TZVPD def2/J DEFGRID3
* xyz 0 1
H -3.619 0.015 0.030
N -2.683 0.317 0.266
C -1.797 -0.468 -0.122
F -2.094 -1.611 -0.793
O -0.420 -0.551 -0.105
C 0.703 0.090 0.406
F 0.435 0.618 1.626
N 1.732 -0.908 0.661
F 2.818 -0.222 1.149
F 2.170 -1.448 -0.515
N 1.178 1.243 -0.388
F 0.117 2.097 -0.548
F 1.460 0.827 -1.665
*
```

Summary:
**Orbital gap**: 12.30 eV
**Calculated total energy**: -24904.0911 eV
**Structure (SMILES)**: [H]/N=C(\F)OC(F)(N(F)F)N(F)F
**HOMO**: -11.5522 eV
**Energy relative to the best compared isomer or geometry (same formula, charge and spin)**: 6.1 kcal per mole

Molecular formula: C24H60O6
Method: DFT, the ωB97M-V functional and the def2-TZVPD basis

```
! RIJCOSX wB97M-V def2-TZVPD def2/J DEFGRID3
* xyz 0 1
C 27.892 78.540 38.400
C 27.769 78.765 39.911
O 27.923 77.466 40.468
C 27.738 77.437 41.818
C 27.859 76.072 42.395
H 28.909 78.516 38.158
H 27.460 79.396 37.788
H 27.239 77.673 37.885
H 26.839 79.218 40.193
H 28.482 79.466 40.065
H 26.803 77.839 42.204
H 28.629 78.034 42.275
H 26.997 75.438 42.194
H 27.996 76.014 43.500
H 28.692 75.620 41.867
C 31.115 77.278 46.239
C 29.657 76.684 45.959
O 28.758 77.443 46.570
C 27.442 77.065 46.500
C 26.718 77.933 47.397
H 31.145 77.309 47.238
H 31.199 78.254 45.669
H 31.836 76.560 45.790
H 29.676 75.679 46.266
H 29.400 76.547 45.051
H 27.245 76.121 46.981
H 26.963 77.080 45.518
H 26.614 78.909 46.924
H 27.138 77.810 48.348
H 25.748 77.313 47.372
C 34.102 72.817 49.108
C 33.392 72.838 47.825
O 34.478 72.674 46.858
C 34.176 72.321 45.489
C 35.233 72.315 44.611
H 34.621 71.843 49.160
H 33.564 73.078 50.023
H 35.033 73.602 49.148
H 33.034 73.839 47.668
H 32.482 71.932 47.722
H 33.474 72.825 45.061
H 33.701 71.452 45.491
H 35.793 73.157 44.507
H 35.046 71.910 43.610
H 35.923 71.673 44.980
C 29.627 71.876 46.414
C 29.248 72.357 45.006
O 28.218 71.514 44.424
C 27.740 72.107 43.145
C 26.797 71.098 42.642
H 29.909 70.793 46.466
H 28.915 71.938 47.055
H 30.303 72.467 46.967
H 30.288 72.047 44.450
H 29.053 73.364 44.930
H 28.447 72.228 42.371
H 27.228 73.019 43.305
H 26.283 71.338 41.655
H 25.997 70.797 43.252
H 27.259 70.246 42.314
C 29.756 73.361 39.278
C 28.496 74.087 38.888
O 27.301 73.568 39.447
C 26.164 74.279 39.248
C 25.046 73.571 39.750
H 29.736 72.197 39.318
H 29.995 73.802 40.263
H 30.377 73.570 38.393
H 28.461 73.988 37.844
H 28.587 75.107 39.223
H 26.130 74.582 38.224
H 26.299 75.305 39.831
H 25.119 72.518 39.412
H 24.176 73.985 39.414
H 25.051 73.336 40.693
C 30.213 75.093 49.834
C 28.631 74.971 49.735
O 28.104 73.697 50.303
C 26.743 73.568 50.254
C 26.392 72.183 50.725
H 30.490 74.183 49.385
H 30.548 75.346 50.918
H 30.493 76.094 49.370
H 28.332 75.112 48.742
H 28.143 75.732 50.156
H 26.640 73.709 49.266
H 25.906 74.270 50.919
H 26.800 71.428 50.455
H 25.247 71.892 50.655
H 26.673 72.055 51.869
*
```

Summary:
**Orbital gap**: 10.00 eV
**Calculated total energy**: -38132.2537 eV
**Structure (SMILES)**: CCOCC.CCOCC.CCOCC.CCOCC.CCOCC.CCOCC
**HOMO**: -9.3628 eV
**Energy relative to the best compared isomer or geometry (same formula, charge and spin)**: 247.6 kcal per mole

Molecular formula: C54H44BrNO2OsP2S
Method: DFT, the ωB97M-V functional and the def2-TZVPD basis

```
! RIJCOSX wB97M-V def2-TZVPD def2/J DEFGRID3
* xyz 4 1
Os -0.465 0.453 -0.655
O -1.649 0.717 1.051
S -0.233 0.431 1.620
C -0.168 -0.897 2.711
C 0.361 -0.669 3.995
C 0.448 -1.651 4.968
C 0.027 -2.924 4.641
C -0.019 -4.170 5.460
C -0.500 -5.268 4.480
C -0.697 -4.554 3.182
C -1.067 -5.017 1.942
C -1.122 -4.096 0.899
C -0.868 -2.724 1.031
P -1.125 -1.837 -0.530
C -2.902 -2.049 -0.842
C -3.851 -1.165 -0.331
C -5.204 -1.418 -0.485
C -5.632 -2.566 -1.139
C -4.698 -3.474 -1.617
C -3.343 -3.226 -1.460
C -0.137 -2.780 -1.724
C 1.158 -3.117 -1.297
C 2.029 -3.781 -2.146
C 1.615 -4.135 -3.425
C 0.335 -3.815 -3.853
C -0.534 -3.128 -3.017
C -0.500 -2.226 2.295
C -0.407 -3.188 3.328
C 0.275 1.844 2.486
C -0.473 2.230 3.599
C -0.060 3.278 4.425
C 1.132 3.914 4.135
C 1.859 5.021 4.829
C 3.104 5.303 3.950
C 2.984 4.356 2.795
C 3.740 4.185 1.656
C 3.305 3.247 0.710
C 2.181 2.438 0.888
P 1.627 1.600 -0.599
C 0.669 2.795 -1.522
C 0.678 2.962 -2.918
C -0.168 3.880 -3.503
C -1.052 4.623 -2.716
C -1.065 4.480 -1.338
C -0.198 3.582 -0.734
C 3.033 0.826 -1.372
C 3.786 1.467 -2.357
C 4.930 0.852 -2.843
C 5.316 -0.387 -2.350
C 4.567 -1.021 -1.364
C 3.425 -0.419 -0.869
C 1.437 2.551 2.084
C 1.844 3.551 2.978
H 0.728 0.310 4.255
H 0.847 -1.408 5.942
H 0.960 -4.387 5.892
H -0.695 -4.037 6.309
H 0.233 -6.070 4.372
H -1.426 -5.742 4.810
H -1.295 -6.057 1.752
H -1.378 -4.490 -0.075
H -3.549 -0.290 0.232
H -5.927 -0.726 -0.074
H -6.689 -2.764 -1.259
H -5.021 -4.383 -2.106
H -2.643 -3.960 -1.830
H 1.468 -2.893 -0.282
H 3.018 -4.052 -1.803
H 2.285 -4.676 -4.080
H 0.004 -4.110 -4.840
H -1.531 -2.897 -3.369
H -1.381 1.692 3.845
H -0.666 3.555 5.277
H 1.219 5.900 4.934
H 2.129 4.726 5.846
H 3.145 6.338 3.606
H 4.037 5.133 4.491
H 4.625 4.775 1.462
H 3.872 3.170 -0.210
H 1.385 2.413 -3.521
H -0.132 4.050 -4.570
H -1.705 5.345 -3.189
H -1.726 5.088 -0.735
H -0.154 3.521 0.347
H 3.503 2.443 -2.734
H 5.526 1.344 -3.600
H 6.215 -0.858 -2.726
H 4.892 -1.976 -0.974
H 2.849 -0.895 -0.079
Br -5.170 3.460 -1.427
C -4.095 2.091 -2.106
C -4.437 1.386 -3.253
C -3.588 0.380 -3.694
C -2.433 0.109 -2.994
N -2.093 0.795 -1.886
C -2.920 1.763 -1.445
H -5.353 1.617 -3.783
H -3.828 -0.193 -4.579
H -1.762 -0.683 -3.298
H -2.648 2.265 -0.531
C 0.474 -0.004 -3.914
O 0.570 -0.164 -2.472
H 1.480 0.167 -4.297
H -0.175 0.836 -4.130
H 0.069 -0.915 -4.350
H 1.155 -0.920 -2.289
*
```

Summary:
**Orbital gap**: 5.78 eV
**Calculated total energy**: -164183.6333 eV
**HOMO**: -17.7911 eV

Molecular formula: C23H21N4O8S5Y
Method: DFT, the ωB97M-V functional and the def2-TZVPD basis

```
! RIJCOSX wB97M-V def2-TZVPD def2/J DEFGRID3
* xyz -2 1
Y -0.768 -0.195 0.567
N -2.050 1.694 -0.406
C -1.659 3.005 0.119
C -0.371 2.967 0.958
O 0.329 3.998 1.002
N -0.188 1.817 1.588
C 0.969 1.708 2.450
C 1.687 0.352 2.355
O 2.818 0.252 2.826
O 1.038 -0.605 1.783
H -1.852 1.554 -1.397
H -3.031 1.486 -0.255
H -2.443 3.349 0.797
H -1.539 3.757 -0.664
H 0.677 1.810 3.505
H 1.700 2.501 2.264
O -0.358 -1.902 -1.124
S -1.751 -1.857 -1.706
O -2.538 -1.271 -0.563
O -2.224 -3.158 -2.123
S -1.774 -0.535 -3.238
N 0.997 0.710 -0.894
S 2.091 -0.291 -1.435
C 2.045 -0.373 -3.220
C 1.482 -1.520 -3.755
C 1.331 -1.620 -5.133
C 1.721 -0.574 -5.950
C 2.260 0.586 -5.401
C 2.421 0.691 -4.031
C 3.688 0.502 -1.207
C 4.825 0.011 -1.840
C 6.058 0.576 -1.564
C 6.156 1.623 -0.653
C 5.019 2.098 -0.022
C 3.776 1.538 -0.294
H 1.064 1.624 -1.337
H 1.114 -2.292 -3.091
H 0.864 -2.501 -5.552
H 1.584 -0.643 -7.023
H 2.544 1.410 -6.043
H 2.839 1.589 -3.591
H 4.743 -0.802 -2.551
H 6.944 0.198 -2.059
H 7.122 2.060 -0.433
H 5.080 2.900 0.702
H 2.886 1.896 0.207
O -1.185 -1.400 4.352
S -1.958 -1.633 3.167
O -1.370 -2.421 2.109
N -2.456 -0.263 2.430
C -3.760 -0.052 2.549
S -4.634 1.227 1.948
C -4.454 -1.184 3.269
C -5.802 -1.328 3.556
C -6.217 -2.480 4.208
C -5.308 -3.472 4.573
C -3.957 -3.329 4.294
C -3.570 -2.178 3.635
H -6.490 -0.548 3.260
H -7.268 -2.616 4.435
H -5.665 -4.362 5.076
H -3.234 -4.084 4.570
*
```

Summary:
**Orbital gap**: 6.47 eV
**Calculated total energy**: -101759.7718 eV
**HOMO**: -2.3387 eV
**Energy relative to the best compared isomer or geometry (same formula, charge and spin)**: 0.0 kcal per mole

Molecular formula: C2H4O4
Method: DFT, the ωB97M-V functional and the def2-TZVPD basis

```
! RIJCOSX wB97M-V def2-TZVPD def2/J DEFGRID3
* xyz 0 1
O 0.666 3.145 0.016
C 1.238 2.110 0.045
O 1.106 1.342 1.167
H 1.944 1.628 -0.622
H 1.366 0.418 1.192
O -2.554 -1.642 -0.673
C -1.376 -1.464 -0.702
O -0.559 -2.001 0.242
H -0.739 -0.955 -1.431
H -1.092 -2.581 0.767
*
```

Summary:
**Orbital gap**: 11.60 eV
**Calculated total energy**: -10328.4619 eV
**Structure (SMILES)**: O=CO.O=CO
**HOMO**: -11.1673 eV
**Energy relative to the best compared isomer or geometry (same formula, charge and spin)**: 21.6 kcal per mole

Molecular formula: C6H12NO
Method: DFT, the ωB97M-V functional and the def2-TZVPD basis

```
! RIJCOSX wB97M-V def2-TZVPD def2/J DEFGRID3
* xyz -1 1
C 1.993 0.154 1.921
O 3.194 0.557 1.618
C 0.936 0.258 0.162
C 0.120 -1.021 0.396
C -0.515 0.013 -0.583
C -1.835 0.661 -0.406
C -2.922 0.036 -1.253
N 2.132 -0.023 -0.709
H 1.834 -0.955 2.112
H 1.430 0.749 2.654
H 0.955 1.417 0.268
H -0.641 -1.302 1.219
H 0.620 -1.941 -0.063
H -0.243 -0.278 -1.626
H -2.149 1.193 0.443
H -4.063 0.298 -0.962
H -3.134 -1.072 -1.288
H -2.792 0.400 -2.343
H 2.956 0.255 -0.046
H 2.124 0.602 -1.514
*
```

Summary:
**Orbital gap**: 5.14 eV
**Calculated total energy**: -9947.8594 eV
**HOMO**: -1.1648 eV
**Energy relative to the best compared isomer or geometry (same formula, charge and spin)**: 126.5 kcal per mole

Molecular formula: C4H5Cl
Method: DFT, the ωB97M-V functional and the def2-TZVPD basis

```
! RIJCOSX wB97M-V def2-TZVPD def2/J DEFGRID3
* xyz 0 1
C -1.367 -1.552 -0.031
C -0.247 -0.913 -0.021
C 0.847 -0.109 0.037
C 0.479 1.371 0.000
Cl 2.887 -0.285 0.122
H -2.062 -1.604 0.790
H -1.817 -1.724 -0.928
H -0.275 1.464 -0.814
H 1.492 1.790 -0.173
H 0.065 1.562 1.016
*
```

Summary:
**Orbital gap**: 9.16 eV
**Calculated total energy**: -16747.9750 eV
**Structure (SMILES)**: C=C=C(C)Cl
**HOMO**: -9.5303 eV
**Energy relative to the best compared isomer or geometry (same formula, charge and spin)**: 49.5 kcal per mole

Molecular formula: C2H10N2S2
Method: DFT, the ωB97M-V functional and the def2-TZVPD basis

```
! RIJCOSX wB97M-V def2-TZVPD def2/J DEFGRID3
* xyz 0 1
C -1.585 0.998 1.461
S -1.867 2.729 1.059
S -1.523 2.809 -0.923
H -0.750 0.593 0.882
H -2.464 0.377 1.318
H -1.250 0.949 2.501
H -0.397 3.543 -0.973
N 2.094 -1.405 0.153
C 1.199 -0.770 -0.845
N 0.030 -1.499 -1.253
H 1.582 -1.590 1.010
H 2.428 -2.293 -0.214
H 0.896 0.164 -0.388
H 1.875 -0.493 -1.640
H 0.283 -2.376 -1.692
H -0.550 -1.735 -0.457
*
```

Summary:
**Orbital gap**: 9.56 eV
**Calculated total energy**: -26886.5518 eV
**Structure (SMILES)**: CSS.NCN
**HOMO**: -8.8362 eV
**Energy relative to the best compared isomer or geometry (same formula, charge and spin)**: 7.8 kcal per mole

Molecular formula: C5H11NO
Method: DFT, the ωB97M-V functional and the def2-TZVPD basis

```
! RIJCOSX wB97M-V def2-TZVPD def2/J DEFGRID3
* xyz 0 1
C 2.095 -0.369 -0.152
C 0.166 -0.435 -0.247
C 0.785 -0.578 1.025
N -0.246 0.714 -0.679
C -2.078 0.310 1.193
C -0.469 0.756 -2.021
O 0.058 0.029 -2.851
H 2.448 0.633 0.076
H 2.782 -1.180 0.017
H 1.959 -0.333 -1.269
H 0.084 -1.377 -0.795
H -1.132 -0.220 1.313
H 0.634 -1.531 1.568
H 0.764 0.259 1.733
H -2.632 0.057 2.087
H -1.881 1.383 1.099
H -2.577 -0.034 0.282
H -1.170 1.558 -2.295
*
```

Summary:
**Orbital gap**: 10.22 eV
**Calculated total energy**: -8897.7751 eV
**HOMO**: -9.4388 eV
**Energy relative to the best compared isomer or geometry (same formula, charge and spin)**: 90.4 kcal per mole

Question: Which of these has the lowest calculated total energy?
Answer: C42H33CeF5N2PSSe2Si

Question: Which of these has the lowest calculated total energy?
Answer: C42H33CeF5N2PSSe2Si

Question: The highest calculated total energy belongs to which entry?
Answer: C5H11NO